Density functional theory data (the ωB97M-V functional and the def2-TZVPD basis) for a single C17H25N5O2 molecule.

Values from the calculation:
* energy above the lowest of the compared OMol25 structures with the same formula, charge and spin: 29.4 kcal/mol
* SMILES: Cc1nn(CC(=O)NCCCN2CCCCC2)c(=O)c2cccn12
* highest occupied orbital energy: -7.79 eV
* lowest unoccupied orbital energy: 0.0241 Ha

Geometry as XYZ:
```
49
Properties=species:S:1:pos:R:3:forces:R:3:nbo_charge:R:1
C -6.52840 -1.68290 0.37833 0.0 0.1 0.0 -0.65
C -5.31918 -0.89837 0.00650 0.1 -0.4 -0.1 0.40
N -4.28656 -1.49950 -0.44343 -0.7 -0.6 0.2 -0.24
N -3.17689 -0.82413 -0.78467 0.1 0.7 0.0 -0.24
C -3.03510 0.54444 -0.68787 0.1 -0.4 -0.1 0.63
O -1.98454 1.09536 -0.99655 -0.1 0.3 -0.1 -0.65
C -4.21356 1.21445 -0.19930 -0.1 0.6 0.1 0.01
C -4.49535 2.54500 0.02928 0.3 -0.4 -0.1 -0.23
C -5.80740 2.60593 0.52029 -0.1 -0.1 0.0 -0.27
C -6.29778 1.32398 0.58380 -0.4 0.2 0.2 -0.05
N -5.33532 0.47450 0.14791 0.6 0.2 -0.2 -0.33
H -7.25688 0.97263 0.90680 -0.1 -0.1 0.0 0.22
H -6.33835 3.49435 0.79914 -0.1 0.1 0.1 0.23
H -3.82524 3.36183 -0.14383 0.2 0.1 0.0 0.24
C -2.09811 -1.64474 -1.29778 0.4 -0.3 -0.1 -0.31
H -1.63416 -1.11921 -2.13723 -0.1 -0.1 0.1 0.23
H -2.53414 -2.58878 -1.62467 0.1 0.2 0.1 0.25
C -1.01991 -1.95046 -0.23778 -0.4 0.2 -0.4 0.66
O -0.81538 -3.07555 0.16465 0.0 -0.5 0.1 -0.62
N -0.35475 -0.85748 0.16154 0.3 0.5 0.1 -0.62
H -0.59692 0.03869 -0.25266 -0.1 -0.2 0.0 0.43
C 0.73287 -0.89651 1.11125 0.2 -0.1 0.0 -0.22
C 2.03360 -0.40492 0.47914 0.1 -0.1 0.4 -0.43
H 1.88712 0.61572 0.12132 0.0 0.0 -0.1 0.19
H 2.27204 -1.04224 -0.37318 0.0 0.0 -0.1 0.20
C 3.18312 -0.44401 1.50301 -0.2 0.0 -0.1 -0.19
N 4.48661 0.00303 1.08888 0.1 0.0 0.0 -0.46
C 5.22285 -0.81540 0.15189 0.0 -0.1 -0.1 -0.21
C 5.04233 -0.42656 -1.32196 0.2 0.0 0.2 -0.42
C 5.36857 1.05243 -1.50582 -0.3 0.0 -0.1 -0.40
C 4.49020 1.88419 -0.57636 0.2 0.0 0.1 -0.42
C 4.68850 1.41794 0.87264 -0.1 0.1 -0.1 -0.21
H 4.02603 1.97032 1.54222 0.1 0.0 0.1 0.20
H 5.72432 1.64261 1.16153 0.0 0.1 0.0 0.18
H 4.75112 2.94173 -0.65071 0.0 0.1 0.0 0.21
H 3.44577 1.77409 -0.87154 -0.1 0.0 0.0 0.19
H 5.21179 1.35053 -2.54489 0.1 0.0 0.0 0.21
H 6.41970 1.22448 -1.26022 0.1 0.0 0.0 0.19
H 4.01537 -0.61238 -1.63960 0.0 0.0 0.0 0.19
H 5.70179 -1.04152 -1.93742 0.0 -0.1 0.0 0.21
H 4.94101 -1.85884 0.30567 0.1 0.0 0.0 0.20
H 6.28757 -0.71190 0.40157 0.0 -0.1 -0.1 0.18
H 2.89527 0.16609 2.36636 0.0 -0.1 0.0 0.19
H 3.29364 -1.47581 1.85339 -0.1 0.0 0.1 0.19
H 0.48118 -0.27297 1.97704 0.0 -0.1 0.0 0.19
H 0.83362 -1.93336 1.44068 0.0 0.1 0.1 0.23
H -7.38244 -1.37161 -0.22184 -0.1 0.0 0.0 0.23
H -6.76981 -1.52977 1.42928 -0.1 0.0 0.1 0.23
H -6.32986 -2.73538 0.20521 0.0 0.0 0.0 0.25
```
Positions in Å, forces in eV/Å.

---

Density functional theory data (the ωB97M-V functional and the def2-TZVPD basis) for a molecular structure, C17H25N5O5PdSSe at a distorted geometry.

Values from the calculation:
* energy above the lowest of the compared OMol25 structures with the same formula, charge and spin: 26.7 kcal/mol
* highest occupied orbital energy (alpha / beta): -13.27 / -13.27 eV
* lowest unoccupied orbital energy (alpha / beta): -0.2475 / -0.2475 Ha
* charge: +2

Geometry as XYZ:
```
55
Properties=species:S:1:pos:R:3:forces:R:3:nbo_charge:R:1
Pd -0.60318 1.57451 -0.72645 0.3 -0.2 0.5 0.56
O -2.71837 2.19576 -1.06692 -0.2 0.1 -0.6 -0.75
C -3.91642 1.73828 -1.73534 -0.2 0.1 0.6 -0.08
C -3.76808 0.35240 -2.28770 -0.1 0.0 0.4 -0.28
N -2.93974 0.18743 -3.49398 -0.2 0.3 -0.5 -0.20
C -2.81996 1.07239 -4.40209 -0.8 -0.4 -0.3 0.09
C 0.20497 3.65851 -3.12841 0.8 0.5 0.7 1.07
O 0.47541 4.10889 -4.14477 -0.4 -0.3 -0.3 -0.41
O 0.02030 3.31442 -2.01874 -0.4 -0.1 -0.7 -0.61
C -2.20351 -1.06003 -3.55773 0.4 -0.3 0.4 -0.34
C -0.94533 -0.72882 -2.66523 -0.2 0.2 -0.9 0.77
O -1.05620 -1.08405 -1.46755 -0.3 -0.4 -0.2 -0.78
O -0.08692 -0.05376 -3.22830 0.0 0.1 0.3 -0.68
H -2.86432 3.11307 -0.80873 0.1 0.0 0.1 0.51
H -4.24645 2.48412 -2.45891 0.0 0.0 -0.1 0.20
H -4.68813 1.64415 -0.96875 -0.1 0.1 -0.1 0.23
H -4.76112 -0.03263 -2.52749 0.0 0.0 -0.1 0.26
H -3.34595 -0.29205 -1.51508 0.1 0.0 -0.1 0.27
H -3.38742 1.99140 -4.33808 0.2 0.1 0.1 0.21
H -2.33050 0.81134 -5.33071 0.4 0.1 0.2 0.24
H -1.94332 -1.29840 -4.58320 0.1 0.1 0.0 0.25
H -2.77548 -1.85801 -3.09169 -0.2 0.1 -0.1 0.24
C 4.25820 -0.34884 1.00815 0.0 0.0 0.0 -0.41
N 3.10405 -1.10131 0.53823 0.1 0.0 0.0 -0.35
C 1.99114 -0.62676 -0.04052 -0.1 -0.2 0.0 0.29
Se 1.72112 1.18747 -0.45239 0.0 0.2 0.2 0.07
N 1.17507 -1.63371 -0.32788 0.5 -0.2 0.0 -0.51
C 1.76834 -2.82678 0.06339 0.0 0.1 0.0 0.09
C 1.34207 -4.14662 -0.02407 0.0 0.0 0.0 -0.20
C 2.20749 -5.10338 0.46720 0.0 0.0 0.0 -0.19
C 3.44883 -4.76147 1.02790 0.0 0.0 0.0 -0.18
C 3.87057 -3.44975 1.11445 0.0 0.0 0.0 -0.24
C 2.99751 -2.49044 0.61513 0.1 0.0 0.1 0.16
H 4.16547 0.68994 0.70618 0.0 0.0 0.0 0.23
H 5.15911 -0.76661 0.56360 0.0 0.0 0.0 0.24
H 4.32374 -0.41049 2.09328 0.0 0.0 0.0 0.22
H 0.29929 -1.51637 -0.87887 -0.2 0.2 0.3 0.47
H 0.38837 -4.40851 -0.45997 0.0 0.0 0.0 0.23
H 1.92581 -6.14600 0.41801 0.0 0.0 0.0 0.24
H 4.09062 -5.54805 1.39944 0.0 0.0 0.0 0.24
H 4.82757 -3.19083 1.54569 0.0 0.0 0.0 0.24
C -0.75012 1.10725 5.00422 0.0 0.0 0.0 -0.42
N -0.65366 0.55449 3.64946 0.1 0.0 0.1 -0.56
C -0.54174 1.22648 2.50719 -0.1 0.0 0.0 0.36
S -1.17151 0.39798 1.11507 0.2 0.1 -0.1 -0.01
N -0.01798 2.43764 2.43757 -0.1 0.1 0.1 -0.56
C 0.86400 3.08912 3.40724 0.0 0.0 0.0 -0.42
H -1.52194 0.55514 5.53440 0.0 0.0 0.0 0.24
H -1.05036 2.14985 4.96124 0.0 0.0 0.0 0.22
H 0.18730 1.01185 5.54820 0.0 0.0 0.0 0.22
H -0.90037 -0.41820 3.54729 0.0 0.0 0.0 0.43
H -0.11681 2.88875 1.54207 0.1 -0.1 -0.1 0.42
H 0.33255 3.82346 4.00924 0.0 0.0 0.0 0.22
H 1.65473 3.59027 2.85363 0.0 0.0 0.0 0.23
H 1.32126 2.34549 4.05206 0.0 0.0 0.0 0.22
```
Positions in Å, forces in eV/Å.

---

Density functional theory data (the ωB97M-V functional and the def2-TZVPD basis) for a molecular structure, C17H25N5O6STi at a distorted geometry.

Values from the calculation:
* energy above the lowest of the compared OMol25 structures with the same formula, charge and spin: 12.1 kcal/mol
* highest occupied orbital energy (alpha / beta): -9.91 / -10.16 eV
* lowest unoccupied orbital energy (alpha / beta): -0.0808 / -0.0807 Ha
* charge: +1
* multiplicity: 2

Geometry as XYZ:
```
55
Properties=species:S:1:pos:R:3:forces:R:3:nbo_charge:R:1
Ti -0.98397 -1.55071 0.32805 0.3 0.6 0.9 1.50
C -0.69013 -4.02924 4.39304 0.1 0.0 0.0 -0.26
O -1.85284 -4.37501 3.61834 0.0 0.0 0.0 -0.48
C -2.06542 -3.64606 2.53840 -0.4 0.2 0.0 0.91
O -1.35103 -2.70649 2.19594 0.2 -0.2 -0.1 -0.68
N -3.18536 -4.02038 1.88653 0.2 0.0 0.1 -0.46
N -3.54612 -3.30271 0.75223 -0.1 0.0 -0.1 -0.63
H -0.65963 -4.74862 5.20378 0.0 0.0 0.0 0.22
H -0.78957 -3.01971 4.78834 0.0 0.0 0.0 0.19
H 0.20600 -4.10494 3.78027 0.0 0.0 0.0 0.20
H -3.79764 -4.69915 2.31371 0.0 0.0 0.0 0.40
H -4.30544 -2.65935 0.94523 0.0 0.0 0.0 0.38
H -3.80452 -3.93409 0.00592 0.0 0.0 0.0 0.37
C -3.41925 2.23960 3.23626 0.0 0.1 0.1 -0.28
O -3.56305 1.18444 2.27713 -0.1 0.0 0.0 -0.46
C -2.54240 0.41805 1.95684 0.2 0.1 0.0 0.92
O -2.69561 -0.46973 1.12424 -0.2 -0.1 0.1 -0.65
N -1.35483 0.62241 2.58423 -0.1 0.0 0.0 -0.48
N -0.26651 -0.14109 2.14439 0.0 -0.1 -0.2 -0.64
H -4.40940 2.67049 3.33763 0.0 0.0 0.0 0.23
H -2.73463 3.00487 2.86793 0.0 0.0 0.0 0.19
H -3.09405 1.84722 4.20037 0.0 0.0 0.0 0.19
H -1.17362 1.47083 3.09499 0.0 0.0 0.0 0.40
H 0.19073 -0.58856 2.92937 0.0 0.0 0.0 0.39
H 0.37789 0.42677 1.59879 0.0 0.0 0.0 0.42
N -1.24452 -4.42252 -2.54309 0.2 0.2 0.1 -0.76
C -0.90611 -3.65684 -1.50446 -0.1 -0.3 -0.2 0.73
O -1.50055 -2.56948 -1.31814 -0.2 -0.2 -0.5 -0.66
C 0.13126 -4.11006 -0.52063 0.0 -0.1 -0.1 -0.51
C 0.71276 -2.87015 0.16449 0.0 -0.2 0.0 -0.88
H -1.89026 -4.06297 -3.22822 0.0 0.0 0.0 0.42
H -0.71688 -5.24913 -2.76315 0.0 0.0 0.0 0.42
H 0.83874 -4.78502 -1.01685 0.0 0.0 0.0 0.22
H -0.41253 -4.72849 0.20752 0.0 0.0 0.0 0.23
H 1.44025 -2.39582 -0.50226 0.0 0.0 0.0 0.23
H 1.24560 -3.16233 1.07262 0.0 0.0 0.0 0.21
C 5.65092 6.26854 -4.43435 0.1 0.0 0.0 -0.72
C 4.77147 5.25939 -3.75235 -0.1 -0.1 0.1 0.44
O 5.08960 4.12899 -3.51092 0.1 0.1 0.0 -0.54
S 3.15984 5.93088 -3.34019 -0.1 0.0 0.0 0.21
C 2.36898 4.49231 -2.67341 0.0 0.1 0.0 -0.17
C 1.26194 3.96208 -3.32313 0.0 0.0 0.0 -0.20
C 0.61400 2.85735 -2.80159 0.0 -0.1 0.1 -0.20
C 1.07654 2.25911 -1.62699 0.0 0.1 -0.1 -0.08
C 2.19741 2.79543 -0.98735 0.0 0.0 0.0 -0.20
C 2.83225 3.90995 -1.50061 0.0 0.0 0.0 -0.19
C 0.40718 1.11519 -1.08701 -0.1 -0.1 0.1 0.04
C -0.17142 0.14435 -0.62955 0.0 0.0 -0.2 -0.57
H 6.66386 6.17042 -4.04784 0.0 0.0 0.0 0.25
H 5.28951 7.28574 -4.30089 0.0 0.0 0.0 0.23
H 5.66629 6.03573 -5.50000 0.0 0.0 0.0 0.25
H 0.91265 4.41392 -4.24196 0.0 0.0 0.0 0.23
H -0.24898 2.44295 -3.30414 0.0 0.0 0.0 0.22
H 2.57368 2.32877 -0.08630 0.0 0.0 0.0 0.21
H 3.69692 4.32289 -1.00122 0.0 0.0 0.0 0.23
```
Positions in Å, forces in eV/Å.

---

Density functional theory data (the ωB97M-V functional and the def2-TZVPD basis) for a molecular structure, C17H25N6O8STi.

Values from the calculation:
* energy above the lowest of the compared OMol25 structures with the same formula, charge and spin: 0.0 kcal/mol
* highest occupied orbital energy (alpha / beta): -10.68 / -12.59 eV
* lowest unoccupied orbital energy (alpha / beta): -0.1158 / -0.1266 Ha
* charge: +1
* multiplicity: 3

Geometry as XYZ:
```
58
Properties=species:S:1:pos:R:3:forces:R:3:nbo_charge:R:1
Ti 0.66356 -0.20776 0.75591 -0.3 0.0 0.4 1.67
O 3.82631 -2.64972 1.37654 -0.1 0.1 0.0 -0.53
C 2.82006 -2.00476 1.48805 0.4 -0.3 0.1 0.76
O 2.50006 -0.93135 0.78459 -0.5 0.2 -0.1 -0.82
C 1.75577 -2.33349 2.50695 -0.2 0.2 0.1 0.11
C 1.76431 -3.34128 3.45105 0.1 0.0 0.0 -0.18
C 0.66717 -3.44703 4.29921 0.0 0.0 0.0 -0.13
C -0.40185 -2.56297 4.18860 -0.1 0.0 0.0 -0.18
C -0.33150 -1.58307 3.21863 0.3 0.0 -0.1 0.09
N 0.73049 -1.49215 2.42392 0.1 0.0 0.0 -0.49
C -1.35997 -0.54114 2.86652 -0.4 0.0 0.2 0.75
O -2.43718 -0.49043 3.40463 0.1 0.1 -0.1 -0.56
O -0.94795 0.23946 1.88733 0.3 -0.2 -0.5 -0.81
H 2.60679 -4.01576 3.51014 0.0 0.0 0.0 0.26
H 0.64314 -4.22529 5.05013 0.0 0.0 0.0 0.24
H -1.26991 -2.62651 4.82939 0.0 0.0 0.0 0.26
C -1.80774 3.69878 0.14187 0.0 0.0 0.0 -0.62
C -2.61147 2.46895 -0.24970 0.1 -0.1 -0.1 -0.65
S -1.69429 1.52147 -1.44318 -0.1 -0.1 0.2 2.20
O -1.22662 2.32662 -2.52969 -0.1 0.0 -0.1 -0.90
O -0.63982 0.81689 -0.69763 0.2 0.1 0.2 -1.01
C -2.85599 0.28135 -2.01292 0.2 0.1 0.0 -0.67
C -2.22384 -0.79565 -2.90171 -0.2 -0.1 0.0 -0.24
N -1.02749 -1.39148 -2.31451 0.2 0.1 -0.1 -0.34
C -0.96192 -1.93524 -1.06531 -0.2 0.1 0.0 0.44
N 0.28037 -1.99653 -0.63778 0.0 -0.1 0.2 -0.54
C 1.08070 -1.50996 -1.65413 0.1 0.2 -0.1 -0.14
C 0.27933 -1.09700 -2.68022 -0.1 -0.1 0.2 0.25
N 0.64255 -0.39640 -3.80619 0.1 0.0 -0.1 0.30
O 1.97761 -0.08786 -3.87180 0.1 -0.2 -0.3 -0.54
O -0.06280 -0.26060 -4.82210 0.0 0.0 0.1 -0.36
C -2.14545 -2.34920 -0.26162 0.0 0.0 0.0 -0.68
H -2.37928 4.27967 0.86279 0.0 0.0 0.0 0.25
H -1.60190 4.32246 -0.72593 0.0 0.0 0.0 0.24
H -0.86567 3.41411 0.61143 0.0 0.0 0.0 0.21
H -3.56296 2.72489 -0.71911 0.0 0.0 0.0 0.25
H -2.77902 1.79284 0.59225 0.0 0.0 0.0 0.27
H -3.61935 0.81365 -2.58123 0.0 0.1 0.0 0.28
H -3.31550 -0.12562 -1.11230 0.0 0.0 0.0 0.25
H -1.94283 -0.39222 -3.87043 0.0 0.0 0.0 0.29
H -2.97096 -1.57168 -3.07094 0.0 0.0 0.0 0.24
H 2.15383 -1.47666 -1.58774 0.0 -0.1 0.0 0.28
H -2.95339 -2.70925 -0.89776 0.0 0.0 0.0 0.24
H -2.52090 -1.52931 0.35621 0.0 0.0 0.0 0.24
H -1.84820 -3.15566 0.40557 0.0 0.0 0.0 0.27
N 2.06211 1.73535 -1.78564 0.1 0.0 0.2 -0.84
C 3.01964 2.07580 -0.72501 0.0 0.0 0.0 -0.24
C 2.38181 2.68274 0.52459 0.1 0.0 -0.1 -0.23
N 1.73611 1.67354 1.41505 -0.1 -0.1 0.0 -0.86
H 2.16153 0.58982 -3.16412 -0.1 0.2 0.1 0.51
H 1.63251 2.58147 -2.15030 -0.1 0.0 0.0 0.39
H 1.30565 1.18892 -1.38934 -0.1 0.2 -0.2 0.36
H 3.72947 2.79715 -1.12840 0.0 0.0 0.0 0.22
H 3.59111 1.18471 -0.45802 0.0 0.0 0.0 0.22
H 1.62176 3.40690 0.22612 0.0 0.0 0.0 0.20
H 3.14289 3.22649 1.08757 0.0 0.0 0.0 0.21
H 1.12498 2.15373 2.07264 0.0 0.0 0.0 0.40
H 2.46416 1.23529 1.97708 0.0 0.0 0.0 0.41
```
Positions in Å, forces in eV/Å.